ORCA calculation (ωB97M-V/def2-TZVPD) on C6H15NO in the gas phase at a distorted geometry.

Summary:
Total energy: -10002.39499 eV
Relative energy (zero: lowest compared OMol25 entry of this formula, charge and spin): 31.4 kcal per mole
HOMO-LUMO gap: 10.28 eV
HOMO energy: -9.228 eV
LUMO energy: 1.1 eV
SMILES string: CC(C)CCNCO

Structure (ORCA input):
```
! wB97M-V def2-TZVPD RIJCOSX def2/J DEFGRID3
* xyz 0 1
C -1.3292 0.0237 -0.3091
N -0.8431 -1.1148 -1.0720
C -1.3378 -1.0754 -2.4384
O -0.5587 -1.8447 -3.3137
C -0.6205 0.1288 1.0571
C 0.8533 0.5301 0.8736
C 1.0235 2.0282 1.2612
C 1.7881 -0.3440 1.6764
H -1.1810 0.9355 -0.8992
H -2.3988 -0.0933 -0.1138
H 0.1687 -1.0307 -1.1032
H -1.4053 -0.0483 -2.8300
H -2.3739 -1.4460 -2.4509
H -0.3757 -2.6868 -2.8864
H -1.1866 0.8650 1.6083
H -0.6579 -0.8833 1.4645
H 1.1168 0.6091 -0.1808
H 0.2005 2.5709 0.8034
H 0.9803 2.1902 2.3418
H 1.9928 2.3603 0.8874
H 1.5857 -0.2234 2.7372
H 1.7294 -1.4010 1.3995
H 2.8294 -0.0503 1.4868
*
```

=====

ORCA calculation (ωB97M-V/def2-TZVPD) on C6H15NO in the gas phase at a distorted geometry.

Summary:
Total energy: -10002.27364 eV
Relative energy (zero: lowest compared OMol25 entry of this formula, charge and spin): 34.2 kcal per mole
HOMO-LUMO gap: 10.02 eV
HOMO energy: -8.987 eV
LUMO energy: 1.0 eV
SMILES string: CC(C)CNCCO

Structure (ORCA input):
```
! wB97M-V def2-TZVPD RIJCOSX def2/J DEFGRID3
* xyz 0 1
C 1.8551 0.4158 -0.6423
C 1.4307 1.7975 -1.1218
O 1.3701 2.7632 -0.0642
N 0.8039 -0.6018 -0.5136
C -0.2952 -0.1678 0.3162
C -1.5390 -1.0539 0.2481
C -1.1666 -2.5308 0.3273
C -2.4734 -0.7125 1.3942
H 2.2131 0.5377 0.3860
H 2.7058 -0.0288 -1.1658
H 0.4074 1.7413 -1.4931
H 2.0864 2.1970 -1.8967
H 2.0607 2.5632 0.5914
H 0.4248 -0.7755 -1.4417
H -0.6271 0.8840 0.2043
H -0.0032 -0.1577 1.3688
H -2.0695 -0.9000 -0.7008
H -1.9904 -3.1824 0.0469
H -0.8279 -2.7662 1.3446
H -0.3459 -2.7711 -0.3494
H -2.7978 0.3300 1.4023
H -1.9893 -0.8825 2.3665
H -3.3734 -1.3302 1.3905
*
```

=====

ORCA calculation (ωB97M-V/def2-TZVPD) on 3 unconnected molecules or ions with the total composition C6H15NO2 at a distorted geometry.

Summary:
Total energy: -12046.28305 eV
Relative energy (zero: lowest compared OMol25 entry of this formula, charge and spin): 118.3 kcal per mole
HOMO-LUMO gap: 8.36 eV
HOMO energy: -8.681 eV
LUMO energy: -0.3 eV
SMILES string: C=C(C)OC.CN=O.C

Structure (ORCA input):
```
! wB97M-V def2-TZVPD RIJCOSX def2/J DEFGRID3
* xyz 0 1
C -1.7612 -0.5040 -2.4985
C 1.4879 -0.1245 -0.8310
C 0.2297 -0.8080 -1.2430
C -0.0229 -2.0854 -0.9693
O -0.5886 0.0376 -1.9400
H -2.4463 -0.8590 -1.7217
H -1.5307 -1.3302 -3.1783
H -2.2313 0.3043 -3.0564
H 2.3428 -0.7884 -0.9208
H 0.2522 -0.6507 1.3697
H 1.6604 0.7377 -1.4745
H -0.9309 -2.5872 -1.2412
H 0.7011 -2.6655 -0.4275
C 0.2972 2.5916 1.3315
C -0.4677 -0.7332 2.1930
N 1.2007 1.7948 2.1312
O 2.1478 1.3119 1.5197
H 1.5762 0.3157 0.2309
H 0.8186 3.4631 0.9268
H -0.0644 2.0200 0.4715
H -0.5276 2.9088 1.9613
H -0.9711 -1.6839 2.0546
H 0.0334 -0.7241 3.1533
H -1.2054 0.0585 2.1590
*
```

=====

ORCA calculation (ωB97M-V/def2-TZVPD) on 2 unconnected molecules or ions with the total composition C6H15NO2 at a distorted geometry.

Summary:
Total energy: -12046.56246 eV
Relative energy (zero: lowest compared OMol25 entry of this formula, charge and spin): 111.8 kcal per mole
HOMO-LUMO gap (spin up / spin down): 7.01 / 7.29 eV
HOMO energy (spin up / spin down): -6.347 / -6.447 eV
LUMO energy (spin up / spin down): 0.7 / 0.8 eV

Structure (ORCA input):
```
! wB97M-V def2-TZVPD RIJCOSX def2/J DEFGRID3
* xyz 0 1
C -1.2013 0.4494 1.0016
C 0.0271 0.8316 -1.0212
C 1.0164 -1.3491 1.3856
C -0.0757 0.4623 -2.4654
C 0.7043 -1.9289 -0.1514
C 1.1189 1.7464 -0.5712
N -2.5147 0.0647 1.3881
O -1.0470 0.5609 -0.3003
O -0.6383 1.3768 1.8536
H -1.3309 1.9864 2.1695
H -2.9950 -0.3973 0.6285
H -2.4953 -0.5494 2.1947
H 1.0539 -0.2752 1.5329
H 2.0490 -1.6740 1.5205
H 0.4056 -1.8900 2.1057
H 1.1912 1.7532 0.5160
H -0.9484 -0.1642 -2.6376
H -0.1467 1.3497 -3.1014
H 0.8178 -0.0842 -2.7851
H 0.8805 -2.9917 0.0065
H -0.3308 -1.8675 -0.4754
H 1.4451 -1.6052 -0.8817
H 2.0677 1.4222 -1.0035
H 0.9466 2.7729 -0.9089
*
```

=====

ORCA calculation (ωB97M-V/def2-TZVPD) on 2 unconnected molecules or ions with the total composition C6H15NO2.

Summary:
Total energy: -12047.76353 eV
Relative energy (zero: lowest compared OMol25 entry of this formula, charge and spin): 84.1 kcal per mole
HOMO-LUMO gap: 8.78 eV
HOMO energy: -8.094 eV
LUMO energy: 0.7 eV

Structure (ORCA input):
```
! wB97M-V def2-TZVPD RIJCOSX def2/J DEFGRID3
* xyz 0 1
C 1.5019 -0.4317 0.0657
C 1.9523 0.5112 1.1740
C -0.2332 -2.3021 -0.1721
N 0.1621 -1.0868 0.5608
O 1.1939 0.1583 -1.1055
O 2.4646 -1.4375 -0.0945
H 0.1279 0.5944 -0.9293
H 2.5140 -1.5977 -1.0466
H 0.1784 -1.2434 1.5642
H 2.8245 1.0510 0.8104
H 1.1638 1.2306 1.3979
H 2.2282 -0.0357 2.0777
H 0.4513 -3.1204 0.0418
H -1.2504 -2.5743 0.1072
H -0.2080 -2.0726 -1.2354
C -1.4054 2.2651 0.2927
C -1.2634 0.9957 -0.5135
C -2.2399 0.6122 -1.3437
H -0.5637 -0.2166 0.2337
H -0.5930 2.9619 0.0599
H -2.3546 2.7864 0.1183
H -1.3328 2.0654 1.3688
H -3.1660 1.1746 -1.4841
H -2.1521 -0.2879 -1.9483
*
```

=====

ORCA calculation (ωB97M-V/def2-TZVPD) on 5 unconnected molecules or ions with the total composition C6H15NO2 at a distorted geometry.

Summary:
Total energy: -12047.33156 eV
Relative energy (zero: lowest compared OMol25 entry of this formula, charge and spin): 94.1 kcal per mole
HOMO-LUMO gap: 9.88 eV
HOMO energy: -9.407 eV
LUMO energy: 0.5 eV

Structure (ORCA input):
```
! wB97M-V def2-TZVPD RIJCOSX def2/J DEFGRID3
* xyz 0 1
C 0.9281 1.2848 -0.1016
C 1.2208 -1.8234 -0.2952
C 1.8243 1.7138 -1.2112
C 1.3430 1.0794 1.1874
O 0.7165 -0.9097 -0.9943
H -0.1335 1.3231 -0.3081
H 1.6433 -1.3059 1.1176
H 2.2324 -2.1823 -0.5408
H 0.5614 -2.5838 0.1536
H 1.5549 1.2098 -2.1382
H 0.6115 1.1182 1.9866
H 2.8724 1.5123 -0.9858
H 1.7144 2.7910 -1.3784
H 2.3512 1.3709 1.4657
H 1.5900 -0.4210 1.3042
C -2.1574 -0.5939 1.1648
C -2.8952 -0.3064 -0.1340
N -2.1413 -0.3852 -1.2598
O -4.0863 -0.0436 -0.1453
H -2.6050 -0.2309 -2.1407
H -1.1551 -0.6333 -1.2445
H -2.5700 -1.5026 1.6035
H -1.0826 -0.7106 1.0381
H -2.3376 0.2295 1.8566
*
```

=====

Which formula does entry 4 have? C6H15NO2

=====

Which of these has the highest relative energy (zero: lowest compared OMol25 entry of this formula, charge and spin)? number 3